No. 1
{
  "formula": "C13H12F6O2",
  "method": "wB97M-V/def2-TZVPD",
  "e_homo_ev": -9.2123,
  "energy_ev": -34073.7508,
  "orbital_gap_ev": 9.930,
  "elements": ["F", "C", "C", "H", "F", "H", "H", "F", "C", "H", "H", "H", "F", "H", "H", "C", "O", "C", "H", "O", "C", "C", "H", "C", "C", "C", "C", "F", "H", "H", "C", "F", "C"],
  "coordinates": [[1.53741, -2.52956, 1.67817], [-1.59908, 0.80516, -1.37420], [2.37025, -1.50842, 1.74894], [-0.72227, -2.42275, -2.25385], [3.15163, -1.51219, 0.62668], [-0.32913, 2.18035, 1.57304], [-3.44040, 1.66967, -2.42160], [1.48800, 1.97340, 2.86209], [0.37669, -0.65850, -0.46079], [0.19529, -1.61725, 0.00741], [-3.71108, -0.30603, -3.96804], [-1.19723, 0.73573, 1.41444], [3.16390, -1.76045, 2.78292], [1.49545, 1.13773, 0.07889], [0.44529, -0.37099, 3.70232], [-0.47950, 1.36422, 0.88927], [1.40272, -0.78483, -1.32047], [-2.92473, -0.16609, -3.22509], [0.93292, -1.08906, -2.04963], [0.31682, -0.55585, 2.72443], [-0.78382, -0.37407, -1.40171], [-1.13259, -1.39481, -2.30069], [-2.27622, -1.95629, -4.03613], [-1.12502, 1.94367, -0.40402], [1.42802, -0.18503, 1.97333], [-2.70933, 0.81933, -2.32147], [-2.20878, -1.26576, -3.27762], [2.26735, 0.58497, 4.14860], [-0.42246, 2.54980, -0.87318], [-2.08280, 2.43855, -0.12890], [2.28258, 0.80070, 2.80061], [3.49778, 1.01019, 2.27281], [0.79233, 0.44444, 0.53343]],
  "nbo_charge": [-0.314, 0.026, 0.948, 0.215, -0.315, 0.231, 0.217, -0.359, 0.055, 0.183, 0.221, 0.216, -0.319, 0.234, 0.503, -0.397, -0.692, -0.240, 0.474, -0.695, -0.069, -0.235, 0.208, -0.422, 0.126, -0.194, -0.187, -0.322, 0.214, 0.222, 0.955, -0.287, -0.200]
}



No. 2
{
  "formula": "BH4NO",
  "method": "wB97M-V/def2-TZVPD",
  "e_homo_ev": [-6.2463, -9.3623],
  "energy_ev": -4275.8702,
  "orbital_gap_ev": [6.109, 9.423],
  "de_lowest_kcal_mol": 115.7,
  "elements": ["H", "H", "H", "O", "B", "N", "H"],
  "coordinates": [[-1.94095, 0.73591, -0.25321], [0.87495, -0.11676, 1.73511], [-0.41988, -0.09126, -3.12803], [-1.29126, 0.45012, 0.39907], [-0.13912, 0.00969, 0.12932], [0.98606, -0.43438, 0.74539], [1.93020, -0.55331, 0.37235]],
  "nbo_charge": [0.549, 0.388, -0.239, -0.919, 0.934, -1.151, 0.439]
}



No. 3
{
  "formula": "C20H19N5O2",
  "method": "wB97M-V/def2-TZVPD",
  "e_homo_ev": -7.7986,
  "energy_ev": -32594.3779,
  "orbital_gap_ev": 8.159,
  "de_lowest_kcal_mol": 39.7,
  "elements": ["C", "H", "C", "H", "C", "C", "C", "C", "C", "C", "C", "N", "H", "C", "H", "N", "N", "C", "H", "H", "H", "H", "H", "C", "H", "H", "C", "C", "C", "N", "H", "C", "C", "H", "O", "C", "C", "N", "H", "C", "H", "H", "O", "H", "H", "H"],
  "coordinates": [[-4.32939, 0.80797, -0.38576], [6.64752, 0.18068, -1.38815], [2.75908, -1.38209, 0.25724], [-4.03616, -1.93189, -1.61600], [1.60601, 0.54028, 0.36146], [-5.76844, -2.59327, -0.38233], [0.69267, 1.60532, 0.46252], [-4.94930, -0.53026, -0.20259], [5.02681, -0.65213, -0.27259], [-2.31917, 2.11038, -0.74554], [-2.07220, -0.19348, -0.02920], [1.13517, 2.83253, 0.16935], [-2.04381, 0.56920, 1.98259], [-4.76944, -1.71905, -0.86457], [-7.31717, -2.13211, 1.14859], [-2.97328, 0.84095, -0.47959], [3.35779, 2.11999, -0.19894], [3.68805, -0.35320, -0.00946], [6.66930, 0.55674, 0.33194], [4.79057, -4.02861, -0.00937], [2.68622, 4.04403, -0.35747], [6.41086, -2.26014, -0.46418], [-3.09314, 2.83220, -1.00765], [3.13535, -2.71732, 0.26136], [-2.20995, 2.79478, 1.30658], [2.42044, -3.50122, 0.46302], [-6.48057, -1.87420, 0.53000], [2.94694, 0.87181, 0.04096], [-1.52720, 2.58490, 0.47851], [1.52418, -0.83187, 0.49275], [-1.36259, -0.42167, -0.83466], [6.02029, 0.43237, -0.53499], [-1.30922, 0.32823, 1.20416], [-1.63530, 1.97951, -1.59138], [-5.99944, -0.63196, 0.63529], [5.38425, -1.99006, -0.26326], [4.46046, -3.00014, -0.00313], [-0.60804, 1.54128, 0.88366], [-2.63159, -1.09271, 0.22591], [2.40657, 3.02199, -0.13750], [5.50579, 1.37115, -0.71778], [-0.94878, 3.47615, 0.24085], [-5.01545, 1.80390, -0.51113], [-5.93206, -3.60928, -0.67684], [0.68920, -1.38097, 0.59466], [-0.63182, -0.41871, 1.61267]],
  "nbo_charge": [0.633, 0.217, 0.178, 0.230, 0.016, -0.323, 0.400, 0.160, 0.047, -0.242, -0.236, -0.522, 0.210, -0.278, 0.208, -0.428, -0.482, -0.083, 0.223, 0.213, 0.175, 0.209, 0.255, -0.276, 0.200, 0.212, 0.109, 0.174, -0.237, -0.540, 0.193, -0.655, -0.219, 0.196, -0.366, -0.246, -0.173, -0.412, 0.232, 0.263, 0.255, 0.262, -0.595, 0.232, 0.408, 0.203]
}



No. 4
{
  "formula": "C5H9N",
  "method": "wB97M-V/def2-TZVPD",
  "e_homo_ev": -9.7461,
  "energy_ev": -6817.9651,
  "orbital_gap_ev": 10.803,
  "de_lowest_kcal_mol": 69.9,
  "elements": ["C", "C", "C", "H", "H", "H", "H", "H", "N", "H", "C", "H", "H", "H", "C"],
  "coordinates": [[0.66203, -1.07942, -0.52972], [0.84711, 1.10581, 0.72902], [-0.07062, 0.04112, 0.13797], [0.29046, -1.35031, -1.54629], [-2.19844, 0.88312, -0.13340], [0.22212, 1.75495, 1.40830], [1.47216, 0.60600, 1.31218], [-0.89153, 1.91198, -0.90521], [-0.61877, -0.86672, 1.15481], [1.78209, -1.23655, -0.30237], [-1.33124, 0.99264, -0.79450], [-0.11209, -2.98056, 0.66049], [1.56739, 1.63010, -0.03743], [-1.52986, 0.44043, -1.69188], [-0.09081, -1.85259, 0.53802]],
  "nbo_charge": [-0.518, -0.621, 0.139, 0.224, 0.220, 0.219, 0.196, 0.203, -0.411, 0.225, -0.588, 0.184, 0.212, 0.200, 0.115]
}



No. 5
{
  "formula": "C22H37AuO2Si",
  "method": "wB97M-V/def2-TZVPD",
  "e_homo_ev": [-5.6210, -7.4436],
  "energy_ev": -39073.5190,
  "orbital_gap_ev": [6.385, 5.182],
  "s2": 2.030,
  "de_lowest_kcal_mol": 0.0,
  "multiplicity": 3,
  "elements": ["H", "H", "C", "H", "C", "C", "C", "H", "O", "O", "C", "H", "H", "H", "H", "H", "H", "H", "C", "H", "H", "C", "Au", "H", "H", "C", "H", "H", "H", "Si", "C", "H", "H", "C", "H", "H", "H", "C", "H", "H", "C", "H", "C", "C", "H", "H", "H", "C", "C", "C", "H", "H", "H", "H", "C", "C", "C", "H", "H", "H", "H", "C", "C"],
  "coordinates": [[1.44271, -2.03352, -5.95542], [3.35405, 1.07893, 3.11554], [0.53362, -0.66721, -1.70373], [-1.44162, -0.03363, -2.25527], [-0.02062, 0.36201, -6.13132], [0.20880, -3.35670, 2.91761], [1.31107, -1.69090, 1.71930], [-0.91497, 0.46919, -6.75144], [-0.42097, 0.04214, -4.03946], [1.50408, 0.19136, -2.35027], [0.78691, -2.48640, 3.86647], [2.31470, -0.84866, 3.58551], [-1.72723, 0.98681, 4.43276], [-4.07574, -2.09349, 2.46496], [-2.07447, 1.74977, 1.85845], [-3.55677, -0.18649, 0.63678], [-0.84475, 1.96264, -4.79163], [0.14034, 1.23477, 5.75918], [0.00333, 3.26002, 3.25167], [0.30849, -3.43128, 0.67715], [3.04045, 2.81803, 2.93048], [-0.75588, 0.10679, -1.40720], [-0.23610, -0.17046, 2.33695], [1.86522, 1.90205, -1.27099], [0.34817, -1.54823, -2.33344], [1.11450, 1.26767, 5.25790], [-0.32855, -4.27839, 3.15542], [-0.92401, 3.25766, 3.83761], [-1.08634, -2.23831, -6.42209], [0.93506, 1.63371, 3.41484], [1.12481, 1.53715, -1.98869], [1.18931, -2.28208, -4.20353], [0.64078, 4.06888, 3.63462], [1.50749, -1.44958, 3.16048], [-1.28557, -2.58905, -4.68897], [0.90953, 1.56688, -4.55496], [-2.21100, -1.24643, -5.46689], [0.53233, -2.91076, 1.61253], [2.66328, 1.70260, 1.59978], [-0.92283, 2.22674, -1.89296], [-2.06089, 0.33037, 3.63178], [1.99812, -0.82111, -4.76446], [-3.12238, -0.25689, 1.63091], [2.66137, 1.81597, 2.69047], [-0.24298, 3.48637, 2.20726], [-1.25019, -0.21298, -0.47505], [0.92475, 0.42422, -6.66739], [-1.26160, -1.78944, -5.43762], [1.20907, -1.53774, -5.00543], [-0.26940, 1.56264, -1.34153], [1.62071, 0.31478, 5.44738], [-0.22994, 1.89864, -0.29825], [0.77000, -2.61984, 4.95185], [1.13776, 2.20361, -2.86404], [-2.75020, -0.91960, 3.80930], [-3.39461, -1.24945, 2.59397], [-0.07472, 1.19036, -4.85704], [1.70721, 2.06480, 5.73237], [1.88357, -1.18914, 0.93811], [0.98140, -1.00244, -0.74760], [-2.81147, -1.47960, 4.74099], [-2.25486, 0.74064, 2.22159], [-0.12234, -0.83846, -5.15535]],
  "lowdin_spin": [0.000, 0.000, 0.000, 0.000, 0.000, 0.067, 0.038, 0.000, 0.000, 0.000, 0.179, 0.002, 0.002, 0.001, -0.001, 0.009, 0.000, 0.000, 0.049, 0.006, 0.009, -0.002, 0.399, 0.000, 0.000, 0.026, 0.001, 0.000, 0.000, 0.227, 0.000, 0.000, 0.010, 0.098, 0.000, 0.000, 0.000, 0.173, 0.003, 0.000, 0.129, 0.000, 0.227, 0.050, 0.001, -0.002, 0.000, 0.000, 0.000, 0.001, 0.000, 0.001, 0.006, 0.000, 0.167, 0.083, 0.000, 0.005, -0.002, -0.001, 0.005, 0.033, 0.000]
}